1.
76
Properties=species:S:1:pos:R:3:forces:R:3 method="wB97M-V/def2-TZVPD" homo_lumo_gap_ev=9.6 smiles="O=C1OCCO1.O=C1OCCO1.CNC(C)=O.CNC(C)=O.ClCCCl.ClCCCl.ClCCCl.ClCCCl" spin_multiplicity=1 total_charge=0
C -23.7812 -19.9480 7.3671 -2.878 0.250 -1.444
C -23.0713 -21.2228 7.1205 -0.638 -1.390 -2.790
O -22.2070 -21.3349 8.1534 1.812 -0.039 2.839
C -22.5818 -20.4876 9.1409 2.728 0.162 3.811
O -22.0432 -20.4519 10.2647 -2.038 -0.150 -3.780
O -23.5288 -19.6627 8.6965 1.070 0.689 1.673
H -24.8629 -20.0822 7.3751 -0.043 -0.038 -0.768
H -23.5625 -19.1679 6.6379 0.392 0.324 0.460
H -22.4940 -21.2467 6.1963 -0.102 0.190 -0.176
H -23.7063 -22.1085 7.1012 -0.351 0.051 -0.031
C -25.3874 -16.1673 4.6034 0.213 -1.463 -2.446
C -26.8588 -15.8530 4.8161 0.464 -0.399 -0.781
O -26.7599 -14.9010 5.8419 -0.480 1.283 1.396
C -25.5260 -14.8304 6.3371 2.384 0.791 3.570
O -25.0914 -14.1120 7.2535 -1.920 -2.097 -3.281
O -24.7711 -15.8318 5.7699 0.330 2.184 2.088
H -25.0104 -15.5937 3.7567 0.270 0.177 0.026
H -25.0736 -17.2017 4.4630 -0.797 -0.136 -0.439
H -27.3973 -16.7605 5.0894 -0.404 0.342 0.307
H -27.3188 -15.2945 4.0010 -0.040 -0.652 -0.241
C -21.6934 -16.6227 6.9575 -0.550 -1.183 1.011
C -20.8066 -17.3111 5.9199 0.334 1.458 -0.566
O -20.5067 -16.6916 4.9142 -0.112 -0.132 -0.621
N -20.2468 -18.5243 6.1627 -2.102 0.103 3.078
C -19.4296 -19.2793 5.3108 0.949 -0.143 -0.821
H -21.6560 -15.5334 6.9585 0.657 -0.244 -0.141
H -21.5387 -17.0576 7.9450 0.700 0.393 0.351
H -22.7667 -16.8110 6.9341 -0.128 -0.317 -1.071
H -20.4774 -18.9295 7.0587 0.022 0.024 -0.085
H -20.0202 -19.5784 4.4449 0.578 0.042 -0.472
H -19.0397 -20.1744 5.7954 -0.381 0.021 0.238
H -18.5460 -18.6747 5.1058 -0.029 -0.123 -0.859
C -23.3881 -19.3072 3.2454 0.413 0.798 -1.705
C -24.2091 -20.5038 3.5920 0.831 4.647 1.522
O -25.0547 -20.3364 4.4335 -2.593 -0.341 1.904
N -23.8454 -21.6025 3.0960 0.987 -1.696 -1.332
C -24.4514 -22.8444 3.3882 1.275 -1.764 -1.423
H -23.9994 -18.4094 3.1530 -0.075 -0.145 0.463
H -23.0003 -19.4079 2.2318 0.521 -0.061 -0.073
H -22.5566 -19.1177 3.9243 -0.105 -0.129 0.120
H -23.1261 -21.5697 2.3877 -0.146 -0.346 0.205
H -23.5526 -23.4610 3.4021 -0.458 -0.874 0.497
H -24.9261 -23.1186 2.4462 -0.950 -0.521 0.444
H -25.0240 -22.9846 4.3050 0.035 0.601 -0.312
Cl -27.5203 -22.0635 0.9365 -0.101 -0.028 -0.647
C -27.8975 -21.1657 2.4196 -0.670 0.384 0.316
C -28.8579 -19.9442 2.1942 2.497 -0.018 -0.388
Cl -30.4698 -20.5051 2.1948 -1.875 -0.407 -0.035
H -26.9136 -20.9883 2.8538 -0.413 0.560 0.293
H -28.4789 -21.8718 3.0124 0.398 0.080 0.279
H -28.6614 -19.4694 1.2330 0.115 -0.170 -0.057
H -28.7424 -19.1479 2.9295 0.144 -0.365 0.303
Cl -24.6147 -16.2115 -0.9217 -1.080 0.417 0.010
C -26.4022 -15.9838 -0.8898 -1.238 -0.219 0.893
C -27.1266 -16.1919 0.5449 1.148 -0.714 -0.905
Cl -26.1311 -17.1636 1.6937 -0.058 0.175 -0.150
H -26.8537 -16.6208 -1.6504 0.342 -0.647 0.399
H -26.7379 -15.0169 -1.2649 0.786 0.423 0.336
H -27.9945 -16.8478 0.4768 -0.163 0.555 -0.508
H -27.3745 -15.2530 1.0400 0.147 -0.107 -0.207
Cl -24.8609 -25.7599 6.2635 -0.790 1.236 1.791
C -24.1803 -26.9987 5.3063 -0.910 0.517 -2.994
C -22.6948 -26.8430 5.1545 0.117 -1.278 1.075
Cl -22.0543 -25.2183 4.6882 -0.419 -1.135 0.330
H -24.6559 -26.7853 4.3491 0.065 -0.391 -0.345
H -24.5676 -27.9772 5.5901 0.701 -0.047 0.360
H -22.3244 -27.6094 4.4737 0.103 0.345 -0.199
H -22.4116 -27.1638 6.1570 1.235 0.693 0.010
Cl -19.5393 -23.3418 2.6416 0.566 0.741 1.741
C -19.7231 -23.8643 1.0202 -2.680 0.375 -0.943
C -21.2642 -23.6594 0.6149 2.202 -0.241 0.516
Cl -21.7345 -21.9387 0.7889 0.352 -0.221 -0.541
H -19.5129 -24.9322 1.0799 0.222 0.169 -0.907
H -19.1739 -23.2188 0.3348 0.519 -0.568 0.137
H -21.8604 -24.2336 1.3241 -0.234 -0.079 -0.546
H -21.3010 -23.9068 -0.4461 -0.674 -0.187 0.237

***

2.
65
Properties=species:S:1:pos:R:3:forces:R:3 method="wB97M-V/def2-TZVPD" homo_lumo_gap_ev=9.1 smiles="CC(=O)OCC[C@](C)(I)OC(=O)OC#N.CCCCCC.CCCCCC" spin_multiplicity=1 total_charge=0
C 4.7017 2.7226 -0.3810 -0.145 -1.124 -0.326
C 3.9020 1.7221 0.6837 1.546 1.742 4.584
O 4.0489 2.0039 1.9809 -1.609 -2.404 -7.647
O 3.1520 0.5956 0.1072 0.730 3.040 2.027
C 2.1081 0.0925 1.0133 0.261 -0.551 2.049
C 0.9560 1.1857 1.4196 -0.013 -0.065 0.579
C -0.0358 1.6399 0.1951 0.585 -3.003 0.409
C -0.5451 0.2697 -0.6156 -1.298 0.653 -0.256
I 0.9418 2.8895 -1.3430 -0.495 -0.198 0.846
O -1.2513 2.2350 0.7716 1.265 4.173 0.670
C -0.9966 3.5443 1.3920 2.682 0.786 7.097
O -0.5746 3.7248 2.6742 -2.991 -1.807 -9.077
O -1.2538 4.7997 0.6363 3.891 -0.081 1.070
C -0.0772 5.7221 0.7701 6.147 2.050 -4.235
N 1.0212 6.3432 0.3917 -10.090 -5.442 3.774
H 4.7301 3.8464 -0.0220 -0.494 -2.568 -0.499
H 4.1599 2.5912 -1.4151 1.286 0.453 1.990
H 5.8437 2.3887 -0.4699 -2.645 0.453 0.236
H 2.6638 -0.2088 2.0258 -1.373 0.735 -2.095
H 1.6993 -0.9116 0.5672 0.771 2.258 0.554
H 1.4346 2.1071 2.0023 -0.944 -1.992 -1.543
H 0.2607 0.6501 2.2288 1.359 1.052 -1.862
H -1.7187 0.3809 -0.7806 2.507 -0.129 0.319
H -0.3992 -0.7106 0.0065 -0.077 2.011 -1.155
H -0.0576 0.2179 -1.6891 -0.873 -0.087 2.484
C -2.1366 1.6195 -4.4338 -0.179 0.065 -0.070
C -1.7623 0.1555 -4.6097 0.113 -0.017 0.134
C -0.2565 -0.0680 -4.7674 -0.001 -0.174 -0.070
C 0.3763 0.5841 -6.0024 -0.040 0.156 0.023
C -0.2296 0.1662 -7.3451 0.144 0.067 0.053
C -0.0711 -1.3175 -7.6389 -0.093 -0.102 -0.141
H -1.8626 2.2147 -5.3107 -0.021 -0.030 0.130
H -3.2170 1.7176 -4.2913 0.110 0.079 0.000
H -1.6389 2.0462 -3.5574 -0.005 0.024 -0.081
H -2.3052 -0.2628 -5.4629 0.064 -0.026 0.021
H -2.1051 -0.3984 -3.7275 0.025 -0.022 -0.101
H -0.0606 -1.1466 -4.7837 0.012 0.082 -0.009
H 0.2551 0.3154 -3.8752 -0.027 0.016 -0.078
H 1.4475 0.3475 -6.0078 -0.081 0.006 -0.015
H 0.3115 1.6746 -5.9129 0.009 -0.079 0.029
H 0.2667 0.7334 -8.1409 -0.078 0.005 0.088
H -1.2890 0.4389 -7.3899 0.055 0.022 0.038
H 0.9863 -1.6036 -7.6435 -0.121 -0.005 0.031
H -0.4898 -1.5532 -8.6222 0.076 -0.063 0.110
H -0.5920 -1.9340 -6.9010 0.068 0.016 -0.061
C 0.8184 -2.1460 3.6851 0.060 -0.146 -0.091
C -0.6953 -2.0324 3.7866 -0.015 0.144 0.066
C -1.1720 -1.5123 5.1448 -0.159 0.021 0.021
C -0.8278 -2.4032 6.3443 0.158 -0.038 -0.029
C -1.3515 -3.8397 6.2634 0.050 0.107 0.134
C -2.8694 -3.9231 6.2165 -0.107 -0.162 -0.048
H 1.2190 -2.8638 4.4081 -0.003 0.119 -0.093
H 1.1042 -2.4879 2.6858 0.078 0.013 0.091
H 1.2944 -1.1764 3.8608 0.007 -0.082 0.053
H -1.1526 -3.0011 3.5629 -0.021 0.041 0.032
H -1.0440 -1.3425 3.0087 -0.069 -0.062 0.048
H -2.2570 -1.3608 5.1025 0.094 -0.011 0.021
H -0.7378 -0.5192 5.3175 -0.032 -0.086 -0.040
H -1.2258 -1.9312 7.2511 0.022 -0.048 -0.078
H 0.2599 -2.4336 6.4760 -0.078 0.035 -0.011
H -1.0002 -4.3871 7.1455 0.031 0.042 -0.106
H -0.9279 -4.3546 5.3949 0.020 0.049 0.033
H -3.3134 -3.4525 7.1004 0.020 -0.024 -0.125
H -3.1881 -4.9697 6.1940 -0.057 0.135 0.011
H -3.2741 -3.4346 5.3257 -0.006 -0.024 0.090

***

3.
66
Properties=species:S:1:pos:R:3:forces:R:3 method="wB97M-V/def2-TZVPD" s_squared=3.77 homo_lumo_gap_ev="6.8 / 6.8" de_lowest_kj_mol=0.00 spin_multiplicity=4 total_charge=+1
C -0.8000 -0.6029 -4.0635 -0.227 -1.150 0.979
C -0.3459 -0.8445 -2.7320 -2.354 4.297 -1.066
N -1.0190 -0.1416 -1.7271 0.350 -1.235 -0.307
C -2.1614 0.5677 -1.9585 1.025 -0.922 0.009
C -2.6910 0.6446 -3.2464 0.076 0.214 0.437
C -2.0087 0.0547 -4.3212 -0.183 0.130 0.326
C 1.0073 -1.3369 -2.4907 0.155 -3.079 0.386
P 1.4755 -1.2811 -0.6500 3.931 -5.570 -4.939
Re 0.0424 -0.0358 0.2762 -4.924 2.944 5.577
P -1.7798 1.5945 0.7070 1.164 -0.517 -2.349
C -2.8337 1.2385 -0.7640 -0.516 0.225 -0.652
C 1.3130 -0.0441 1.9546 0.060 0.528 0.277
C 1.7563 -1.2335 2.5944 -0.566 0.711 0.698
C 1.9560 -1.2369 3.9944 0.882 -0.439 -0.794
C 1.9667 -0.0391 4.7066 -0.143 0.192 0.742
C 1.6879 1.1683 4.0534 -0.113 -0.055 -0.488
C 1.3570 1.1749 2.6829 0.687 -0.654 1.450
O 3.0816 1.5311 -3.3242 -2.797 -0.823 1.859
O 0.6276 1.8209 -1.2154 0.654 0.801 -1.451
H -0.1934 -1.0556 -4.8408 -0.289 0.144 -0.204
H -3.6102 1.2346 -3.3252 0.321 -0.407 -0.475
H -2.4475 0.1264 -5.3347 0.586 -0.009 0.674
C 1.2785 -3.1509 -0.6293 -0.088 0.262 0.945
C 3.3135 -1.1808 -0.6803 0.268 0.086 0.464
H -3.2175 2.2130 -1.1104 -0.280 -0.442 0.088
H -3.6764 0.6040 -0.4178 0.357 0.362 -0.239
H 1.7863 -0.7785 -2.9174 0.733 1.148 -1.305
H 1.0953 -2.4079 -2.9950 0.005 2.090 1.261
C -2.7947 1.3100 2.1037 -0.409 0.300 0.701
C -1.4806 3.3775 0.5709 -0.344 0.009 0.338
H 1.8495 -2.1675 2.0201 -0.237 0.412 0.467
H 2.2114 -2.1868 4.5013 -0.187 0.676 -0.313
H 2.1982 -0.0438 5.8013 -0.307 0.002 -1.140
H 1.6750 2.1117 4.6059 0.144 -0.341 -0.120
H 1.1563 2.1354 2.1973 0.072 -0.456 0.326
H 1.1193 0.9075 -1.2157 0.255 2.202 -0.473
H 1.1333 2.6420 -1.4508 0.209 -1.212 0.399
H 2.2455 1.3141 -2.7761 2.335 0.477 -0.146
H 2.5146 1.5803 -4.0850 0.441 0.417 -1.849
H -0.0374 1.7944 0.9253 0.478 -2.076 -0.466
H 1.8857 -3.6219 -1.4379 -0.333 0.509 0.814
H 1.6032 -3.4570 0.3747 -0.299 -0.554 -0.400
H 0.2021 -3.3413 -0.8012 0.551 -0.109 0.305
H 3.8356 -2.0619 -1.1032 -0.631 0.379 0.064
H 3.6310 -0.2870 -1.2247 0.016 -0.024 0.101
H 3.6424 -1.0852 0.3695 -0.102 0.087 -0.401
H -2.4334 3.9062 0.5541 0.090 0.277 -0.067
H -0.8935 3.6615 1.4522 -0.188 0.177 -0.144
H -0.8806 3.5727 -0.3232 -0.278 -0.038 0.157
H -3.5043 2.1245 2.1685 -0.317 0.187 0.170
H -3.3234 0.3738 2.0174 -0.045 -0.309 -0.086
H -2.1872 1.2910 2.9964 0.150 0.003 0.325
C -0.6445 -3.8862 2.7254 0.059 0.049 -0.297
Si -1.7307 -2.3973 2.2991 0.834 -0.137 0.348
C -3.4240 -3.0368 1.8558 -0.231 -0.011 -0.072
C -1.8852 -1.4293 3.8902 0.466 0.948 -0.429
O -1.0474 -1.4240 1.1247 -0.408 -0.313 -0.190
H -1.1809 -4.4656 3.4885 0.051 0.045 -0.138
H 0.3210 -3.5982 3.1657 -0.278 -0.021 -0.167
H -0.4568 -4.5573 1.8725 -0.044 0.187 0.232
H -3.8443 -3.5887 2.7121 0.227 0.167 -0.160
H -4.1212 -2.2213 1.6468 -0.027 0.002 -0.069
H -3.4362 -3.7205 1.0050 0.051 0.060 -0.038
H -1.9620 -2.1112 4.7195 -0.077 -0.285 0.429
H -2.7714 -0.7901 3.8808 0.013 -0.092 0.180
H -0.9974 -0.7768 4.0604 -0.472 -0.429 -0.097

***

Strongest force on any atom values, unit eV/Å, following the record order: 4.960, 12.069, 8.418.